48
Properties=species:S:1:pos:R:3 method="wB97M-V/def2-TZVPD" s_squared=12.7022 lumo_energy_ev="-4.55 / -4.32" fmax_ev_per_a=4.30 orbital_gap_ha="0.2543 / 0.2635" total_charge=+1 homo_ev="-11.5 / -11.5" multiplicity=7
Tb -0.02 -0.02 -1.62
H -0.91 -0.65 -0.04
H -0.97 0.33 0.03
P -0.05 -2.63 -1.80
P -0.06 2.57 -1.85
C 1.49 3.27 -1.40
H 1.35 4.31 -1.66
H 1.69 3.16 -0.33
H 2.32 2.83 -1.95
C -0.34 2.70 -3.58
H -1.28 2.22 -3.87
H -0.39 3.78 -3.70
H 0.47 2.27 -4.16
C -1.37 3.24 -0.92
H -1.20 3.16 0.15
H -1.36 4.27 -1.24
H -2.33 2.77 -1.16
C -0.16 -2.80 -3.61
H -0.23 -3.87 -3.75
H -1.05 -2.29 -4.01
H 0.73 -2.40 -4.11
C 1.42 -3.42 -1.25
H 1.51 -3.32 -0.17
H 1.28 -4.45 -1.54
H 2.32 -3.00 -1.72
C -1.48 -3.32 -1.08
H -2.39 -2.82 -1.42
H -1.46 -4.35 -1.40
H -1.42 -3.24 0.00
C 1.97 -0.10 -0.45
O 2.93 -0.05 0.08
H 1.05 -0.03 -3.27
O 1.20 2.98 4.61
S 1.60 1.75 4.00
O 2.94 1.27 4.18
N 1.36 1.92 2.41
C 0.52 1.13 1.84
O 0.45 1.29 0.56
C -0.21 0.20 2.73
C -1.24 -0.73 2.47
C -1.75 -1.48 3.53
C -1.26 -1.31 4.84
C -0.23 -0.36 5.07
C 0.29 0.40 4.01
H -1.66 -0.86 1.47
H -2.55 -2.19 3.34
H -1.67 -1.90 5.65
H 0.15 -0.22 6.09